C21H31N3OPbS2Te as an isolated structure. Source: the OMol25 dataset; level of theory: ωB97M-V/def2-TZVPD.

For the HOMO energy, the calculation gives -13.541 eV. The calculation puts the total energy at -62996.516 eV. The calculation puts the HOMO-LUMO gap at 7.3 eV. The total charge is +2.

Geometry as XYZ:
```
60
Properties=species:S:1:pos:R:3:forces:R:3
Pb 1.280642 0.129468 -0.764358 -0.1 0.0 0.0
N 2.973473 -0.052640 0.937055 0.0 0.0 0.0
C 2.709496 -0.830463 2.179918 0.0 0.0 0.0
C 2.563754 -2.321597 1.917285 0.0 0.0 0.0
C 1.250290 -2.752512 1.283473 0.0 0.0 0.0
N 1.149500 -2.361282 -0.146878 0.0 0.0 0.0
H 3.868491 -0.342567 0.546312 0.0 0.0 0.0
H 3.067908 0.935243 1.169133 0.0 0.0 0.0
H 1.799697 -0.428985 2.629310 0.0 0.0 0.0
H 3.525653 -0.660169 2.882926 0.0 0.0 0.0
H 2.645848 -2.831542 2.878169 0.0 0.0 0.0
H 3.411075 -2.682753 1.323540 0.0 0.0 0.0
H 0.414211 -2.288142 1.809463 0.0 0.0 0.0
H 1.138580 -3.833440 1.381412 0.0 0.0 0.0
H 0.246649 -2.671320 -0.501002 0.0 0.0 0.0
H 1.838982 -2.887747 -0.680487 0.0 0.0 0.0
C -6.481512 -6.142278 0.061177 0.0 0.0 0.0
C -5.976407 -4.738950 -0.096036 0.0 0.0 0.0
C -4.676437 -4.484901 -0.523345 0.0 0.0 0.0
C -4.195760 -3.193829 -0.671816 0.0 0.0 0.0
C -2.770764 -3.001411 -1.125215 0.0 0.0 0.0
C -5.057955 -2.121651 -0.381616 0.0 0.0 0.0
Te -4.400866 -0.155033 -0.623522 0.1 -0.2 0.1
C -6.378699 -2.343356 0.050323 0.0 -0.1 0.0
C -7.351862 -1.246876 0.396911 0.0 0.0 0.0
C -6.805000 -3.657986 0.180946 0.0 0.0 0.0
H -5.723471 -6.874248 -0.209452 0.0 0.0 0.0
H -7.357326 -6.307199 -0.567348 0.0 0.0 0.0
H -6.784342 -6.326588 1.092759 0.0 0.0 0.0
H -4.023859 -5.319801 -0.749437 0.0 0.0 0.0
H -2.317412 -3.967795 -1.342620 0.0 0.0 0.0
H -2.178958 -2.514436 -0.344815 0.0 0.0 0.0
H -2.713946 -2.384421 -2.023253 0.0 0.0 0.0
H -7.324832 -0.413175 -0.301866 0.0 0.0 0.0
H -7.146725 -0.848917 1.393583 0.0 0.0 0.0
H -8.366054 -1.640167 0.404342 0.0 0.0 0.0
H -7.822252 -3.843295 0.505648 0.0 0.0 0.0
C -4.574576 2.973754 -2.412636 0.0 0.1 -0.1
C -3.308028 3.058280 -1.612106 0.0 0.1 0.0
C -2.059071 2.957945 -2.230541 0.0 0.0 0.0
C -0.889204 3.042786 -1.496033 0.0 0.0 0.0
C -0.968085 3.211088 -0.117775 -0.1 0.0 0.0
C -2.195697 3.304589 0.523182 0.1 0.1 0.0
C -3.357142 3.240509 -0.230774 -0.1 0.0 -0.1
S 0.483471 3.273820 0.888741 0.1 0.0 0.0
C 1.186174 4.830912 0.377443 0.0 0.0 0.0
O 1.469045 2.243289 0.300933 -0.1 0.1 0.0
H -4.378104 3.036267 -3.480628 0.0 0.0 0.0
H -5.260449 3.775722 -2.140872 0.0 0.0 0.0
H -5.087439 2.028241 -2.220369 0.0 0.1 -0.1
H -2.007131 2.836308 -3.305068 0.0 0.0 0.0
H 0.072374 2.987891 -1.993888 0.0 0.0 0.0
H -2.244459 3.441599 1.597051 0.0 0.0 0.0
H -4.317772 3.344610 0.260468 0.0 0.0 0.0
H 1.349314 4.820133 -0.698371 0.0 0.0 0.0
H 2.124334 4.957952 0.913856 0.0 0.0 0.0
H 0.485467 5.617084 0.657304 0.0 0.0 0.0
S -3.297346 0.060578 1.566926 0.1 0.0 0.1
C -1.707552 0.016245 1.056700 -0.2 -0.1 -0.1
N -0.599231 -0.011525 0.724279 0.1 0.0 0.0
```
Positions in Å, forces in eV/Å.



One molecule with the formula C21H31N3OS. Source: the OMol25 dataset; level of theory: ωB97M-V/def2-TZVPD.

For the HOMO energy, the calculation gives -7.980 eV. As for the SMILES: CCc1ccc(NC(=S)N2CCC(NC(=O)C3CCCCC3)CC2)cc1. As for the relative energy (zero: lowest compared OMol25 entry of this formula, charge and spin): 25.5 kJ/mol. The calculation puts the total energy at -39635.017 eV. The calculation puts the HOMO-LUMO gap at 8.5 eV. The total charge is 0.

Geometry as XYZ:
```
57
Properties=species:S:1:pos:R:3:forces:R:3
C -5.509181 -3.843695 0.108965 -0.2 0.0 0.1
C -6.380008 -2.631667 0.446967 0.2 -0.1 -0.1
C -5.652909 -1.357169 0.129372 -0.2 0.0 0.1
C -5.747713 -0.777699 -1.130314 0.0 0.0 0.1
C -5.041519 0.366319 -1.442672 0.2 0.1 0.1
C -4.211689 0.959949 -0.494581 -0.2 -0.4 0.2
N -3.517312 2.124593 -0.843966 0.0 0.0 -0.4
C -2.453392 2.691808 -0.197031 0.1 0.3 0.0
S -2.353705 4.344721 -0.122275 -0.1 0.6 0.0
N -1.493200 1.893830 0.311417 -0.3 0.1 -0.1
C -0.436015 2.503125 1.096889 0.2 0.2 0.5
C 0.326844 1.429345 1.857878 0.0 0.0 -0.2
C 1.036083 0.461121 0.898697 -0.1 -0.2 0.1
N 2.395581 0.881096 0.643833 -0.3 0.2 -0.1
C 3.460022 0.052810 0.788858 0.2 0.6 -0.1
O 3.337115 -1.081303 1.197817 0.1 -0.5 0.2
C 4.784946 0.710093 0.411352 0.3 0.0 0.1
C 5.983095 -0.143281 0.837702 -0.3 -0.2 0.1
C 6.102036 -1.420808 0.010574 0.2 0.0 -0.1
C 6.158640 -1.104040 -1.479425 -0.2 -0.2 0.1
C 4.921827 -0.312638 -1.890089 0.2 0.2 -0.1
C 4.846187 0.988274 -1.097405 -0.2 -0.1 0.0
C 0.246262 0.355714 -0.416372 -0.1 0.0 0.2
C -1.246478 0.547567 -0.167795 0.1 -0.5 -0.3
C -4.132286 0.401983 0.778220 0.0 0.2 -0.1
C -4.841326 -0.745920 1.075899 -0.1 0.0 -0.1
H -6.036371 -4.766715 0.338157 0.0 -0.1 0.0
H -5.253480 -3.842755 -0.948292 0.1 0.0 -0.1
H -4.586045 -3.818968 0.683793 0.1 0.0 0.0
H -7.306197 -2.682858 -0.128645 0.0 0.0 0.1
H -6.635489 -2.657576 1.508082 -0.1 0.0 0.0
H -6.386101 -1.227504 -1.876909 -0.1 -0.1 -0.1
H -5.128721 0.810656 -2.423623 0.0 0.0 -0.1
H -4.036694 2.787841 -1.404918 0.2 0.0 0.2
H 0.236930 3.079239 0.448168 -0.1 0.0 0.0
H -0.897038 3.214238 1.788182 0.1 -0.1 -0.2
H -0.371922 0.877080 2.486966 0.0 0.0 0.1
H 1.061448 1.898298 2.512903 0.0 0.0 0.0
H 1.125578 -0.525219 1.365101 -0.1 0.2 -0.1
H 2.533419 1.818113 0.300447 0.1 -0.1 0.0
H 4.827545 1.667277 0.947235 0.0 -0.1 0.0
H 5.878533 -0.404117 1.892194 0.1 0.1 0.0
H 6.891895 0.453184 0.721887 0.0 0.0 0.0
H 5.238817 -2.053300 0.215746 0.1 -0.1 0.0
H 7.000263 -1.963382 0.312281 0.0 0.0 0.0
H 6.216690 -2.030258 -2.054275 0.1 0.0 0.0
H 7.054045 -0.516158 -1.698742 0.1 0.0 -0.1
H 4.029068 -0.910457 -1.693807 -0.1 -0.1 -0.1
H 4.952857 -0.089980 -2.959180 -0.1 0.0 0.0
H 3.977078 1.568760 -1.417274 0.1 0.1 0.0
H 5.737603 1.585958 -1.304346 0.0 0.1 0.0
H 0.418159 -0.614047 -0.882456 0.0 0.0 0.0
H 0.590764 1.125457 -1.111196 0.0 0.0 0.0
H -1.800061 0.397066 -1.096919 0.0 0.0 0.2
H -1.599557 -0.195736 0.557633 0.0 0.0 -0.1
H -3.541813 0.887747 1.540092 0.1 0.0 0.1
H -4.773106 -1.165993 2.069196 0.0 0.0 0.1
```
Positions in Å, forces in eV/Å.



A 2-piece molecular cluster, C21H31N7OS overall. Source: the OMol25 dataset; level of theory: ωB97M-V/def2-TZVPD.

For the HOMO energy, the calculation gives -8.270 eV. As for the SMILES: c1ccc(Cc2nnc(CCCCSc3nnco3)nn2)cc1.CCN(CC)CC. The calculation puts the total energy at -45590.080 eV. The calculation puts the HOMO-LUMO gap at 7.6 eV. The total charge is 0.

Geometry as XYZ:
```
61
Properties=species:S:1:pos:R:3:forces:R:3
C 4.725448 0.270736 3.468216 -0.1 0.1 -0.2
C 4.807625 1.373697 4.308982 0.0 -0.3 -0.1
C 4.305763 2.607161 3.916424 -0.1 -0.3 -0.3
C 3.714330 2.737982 2.667162 -0.1 0.1 -0.1
C 3.133865 4.056401 2.178007 0.3 -0.7 0.1
C 1.700762 3.867721 1.798211 0.3 0.2 0.0
N 0.873430 3.478604 2.763861 -0.7 -0.1 -0.1
N -0.378213 3.251287 2.431089 0.6 0.1 0.3
C -0.706820 3.413988 1.150442 -0.4 0.0 0.0
C -2.100484 3.065074 0.745850 0.4 -0.7 -0.4
C -2.092564 1.938544 -0.326896 -0.1 0.2 0.5
C -3.046981 0.797678 0.025679 0.4 -0.4 -0.7
C -2.336076 -0.278215 0.862845 -0.4 0.8 0.4
S -3.434171 -1.061328 2.084777 0.2 -0.3 0.1
C -3.559679 0.260722 3.219626 0.2 -0.3 -0.2
N -2.830036 0.510816 4.250655 0.0 0.0 0.0
N -3.360789 1.652938 4.836929 -0.1 0.0 -0.1
C -4.363826 1.989416 4.111727 0.2 -0.3 -0.1
O -4.560760 1.159147 3.055812 -0.2 0.5 0.4
N 0.109100 3.838897 0.194988 0.7 0.2 0.1
N 1.361764 4.084693 0.532737 -0.6 -0.1 -0.3
C 3.643114 1.630371 1.821102 0.2 -0.1 0.2
C 4.145057 0.395496 2.211456 -0.1 0.6 0.2
H 5.104493 -0.690795 3.773408 0.1 -0.1 0.2
H 5.259024 1.246156 5.279041 0.1 0.1 0.2
H 4.367432 3.458231 4.572565 0.0 0.2 0.2
H 3.692651 4.344653 1.296500 0.0 0.4 -0.2
H 3.216236 4.822814 2.939667 0.1 0.1 0.1
H -2.596126 3.951420 0.369863 -0.2 0.1 0.0
H -2.610174 2.677203 1.617458 -0.2 0.2 0.3
H -1.096783 1.506741 -0.365548 0.3 0.0 -0.2
H -2.289598 2.353644 -1.307866 -0.1 0.0 -0.2
H -3.939846 1.149847 0.524110 -0.2 0.2 0.1
H -3.352848 0.326273 -0.905971 -0.3 -0.1 -0.1
H -1.505415 0.169891 1.403408 0.1 -0.1 0.2
H -1.932324 -1.065294 0.238426 0.0 -0.3 -0.1
H -5.023010 2.821090 4.250232 -0.2 0.1 0.0
H 3.196820 1.723528 0.841752 -0.1 0.1 -0.1
H 4.069515 -0.439798 1.535712 0.0 -0.2 0.0
C 0.176070 -0.927175 -3.120728 0.0 0.2 0.0
C 0.411355 -2.176268 -3.954005 -0.1 0.1 0.0
N 0.484625 -3.383281 -3.153186 0.1 -0.1 0.0
C 1.003711 -4.530184 -3.877167 0.1 -0.1 -0.1
C 0.188842 -5.069486 -5.059020 0.0 -0.1 0.0
C -0.655321 -3.633405 -2.290155 -0.1 0.1 0.2
C -2.045287 -3.720910 -2.934477 0.0 -0.1 0.1
H 0.917017 -0.837352 -2.324658 0.0 -0.1 0.0
H 0.255965 -0.043505 -3.755529 0.0 0.0 0.0
H -0.816499 -0.905310 -2.666438 0.0 0.0 0.0
H 1.365116 -2.063857 -4.475520 0.0 -0.1 0.0
H -0.364195 -2.232406 -4.734298 0.0 0.0 0.0
H 1.170266 -5.340030 -3.161847 -0.1 0.0 0.1
H 1.998428 -4.259023 -4.244897 0.0 0.1 0.0
H -0.706687 -5.596225 -4.732323 0.0 0.0 0.0
H 0.792820 -5.782142 -5.624107 0.0 0.0 0.0
H -0.108401 -4.277337 -5.746859 0.0 0.0 0.0
H -0.683121 -2.843660 -1.533116 0.0 0.0 0.0
H -0.460291 -4.550086 -1.728856 0.1 0.0 -0.1
H -2.224216 -2.905531 -3.636755 0.0 0.0 0.0
H -2.812342 -3.657735 -2.159420 0.0 0.0 0.0
H -2.197759 -4.662521 -3.459073 0.0 0.0 -0.1
```
Positions in Å, forces in eV/Å.